{
  "formula": "C46H58NO5PSn",
  "method": "ωB97M-V/def2-TZVPD",
  "total_charge": 2,
  "species": ["Sn", "C", "O", "C", "C", "C", "C", "C", "C", "O", "C", "O", "C", "H", "H", "H", "H", "H", "H", "H", "H", "H", "C", "C", "C", "C", "C", "C", "C", "C", "C", "C", "C", "C", "C", "C", "C", "C", "C", "C", "C", "C", "C", "P", "C", "C", "C", "C", "C", "C", "C", "C", "H", "H", "H", "H", "H", "H", "H", "H", "H", "H", "H", "H", "H", "H", "H", "H", "H", "H", "H", "H", "H", "H", "H", "H", "H", "H", "H", "H", "H", "H", "H", "H", "H", "H", "H", "H", "H", "H", "H", "H", "H", "H", "H", "H", "H", "O", "C", "N", "C", "O", "C", "C", "C", "C", "C", "C", "H", "H", "H", "H"],
  "xyz": [[-0.075, -0.130, -1.007], [-5.371, 4.500, -0.980], [-5.897, 3.224, -1.426], [-5.104, 2.142, -1.392], [-5.695, 0.824, -1.548], [-4.943, -0.289, -1.355], [-3.491, -0.279, -1.228], [-2.723, -1.466, -1.142], [-3.449, -2.739, -1.534], [-1.485, -1.608, -0.733], [-2.959, 1.081, -1.070], [-1.687, 1.225, -0.848], [-3.739, 2.218, -1.087], [-6.264, 5.145, -0.805], [-4.762, 5.006, -1.729], [-4.797, 4.393, -0.039], [-6.756, 0.653, -1.742], [-5.496, -1.239, -1.378], [-3.907, -2.569, -2.482], [-4.271, -2.808, -0.817], [-2.766, -3.605, -1.503], [-3.293, 3.185, -1.072], [-4.092, 1.371, 2.352], [-3.462, 0.240, 3.250], [-3.686, 0.500, 4.731], [-2.016, 0.015, 2.878], [-1.520, -1.269, 2.920], [-0.145, -1.514, 2.768], [0.251, -2.944, 3.169], [-0.467, -4.045, 2.358], [-0.085, -3.155, 4.689], [0.729, -0.424, 2.415], [0.264, 0.872, 2.493], [-1.111, 1.040, 2.575], [1.125, 2.152, 2.664], [0.427, 3.450, 2.172], [1.595, 2.248, 4.113], [2.172, -0.694, 2.403], [2.652, -1.060, 3.694], [3.924, -1.507, 3.959], [4.850, -1.550, 2.879], [4.487, -0.985, 1.662], [3.147, -0.591, 1.357], [2.691, -0.304, -0.385], [3.641, 1.246, -1.040], [4.937, 1.512, -0.263], [3.803, 1.210, -2.610], [2.690, 2.472, -0.753], [3.302, -1.935, -1.273], [2.530, -2.164, -2.602], [2.819, -3.167, -0.419], [4.792, -1.796, -1.540], [-3.968, 1.139, 1.314], [-3.678, 2.371, 2.659], [-5.192, 1.434, 2.532], [-3.913, -0.692, 3.040], [-3.561, 1.558, 5.047], [-2.996, -0.133, 5.308], [-4.728, 0.302, 5.042], [-2.180, -2.126, 3.074], [1.340, -3.019, 3.021], [-1.502, -4.180, 2.647], [0.039, -5.030, 2.498], [-0.401, -3.804, 1.274], [-1.164, -3.077, 4.861], [0.463, -2.434, 5.325], [0.281, -4.175, 5.003], [-1.619, 1.966, 2.353], [2.021, 2.062, 2.033], [-0.404, 3.712, 2.894], [-0.019, 3.312, 1.169], [1.122, 4.301, 2.153], [0.705, 2.239, 4.844], [2.127, 3.236, 4.169], [2.215, 1.405, 4.457], [1.945, -1.008, 4.554], [4.231, -1.827, 4.923], [5.925, -1.905, 3.042], [5.172, -0.799, 0.870], [5.703, 0.747, -0.444], [4.696, 1.586, 0.784], [5.333, 2.476, -0.506], [4.585, 0.517, -3.003], [4.046, 2.244, -2.922], [2.821, 1.035, -3.117], [2.438, 2.529, 0.343], [1.763, 2.369, -1.343], [3.248, 3.385, -1.058], [1.506, -2.551, -2.516], [3.103, -2.995, -3.051], [2.619, -1.273, -3.271], [1.753, -2.948, -0.242], [3.316, -3.268, 0.544], [2.828, -4.081, -1.019], [4.955, -1.689, -2.595], [5.304, -2.668, -1.179], [5.280, -0.954, -1.042], [-0.566, -2.245, -3.790], [-0.347, -1.063, -4.165], [-0.261, -0.009, -3.255], [-0.106, 1.208, -3.905], [0.239, 2.254, -3.374], [-0.399, 0.924, -5.332], [-0.757, 1.764, -6.366], [-1.032, 1.247, -7.617], [-0.856, -0.151, -7.840], [-0.591, -0.960, -6.776], [-0.426, -0.482, -5.497], [-0.939, 2.812, -6.072], [-1.291, 1.979, -8.415], [-1.005, -0.571, -8.806], [-0.534, -2.086, -6.961]],
  "atomic_forces_ev_per_a": [[-1.81, 0.61, -1.74], [-0.73, 0.47, 0.55], [0.69, -0.72, -0.02], [-0.08, -0.29, 0.50], [-0.14, 0.43, 0.31], [0.37, -0.70, -0.92], [-0.33, 1.58, 0.71], [-0.95, 0.08, -0.22], [1.02, 0.35, 1.38], [0.43, 0.60, -0.44], [0.07, -2.39, 0.16], [3.05, 0.18, 0.37], [-1.22, 0.06, -1.04], [0.69, -0.69, -0.07], [0.09, -0.36, -0.19], [-0.39, -0.05, -0.47], [0.27, 0.59, 0.20], [0.45, 0.49, -0.04], [-0.10, -0.21, -0.85], [0.14, -0.58, 0.03], [-0.52, 0.40, -0.08], [0.58, 0.35, 0.32], [-0.66, -0.09, 1.94], [-0.02, 2.04, -1.14], [-0.13, 0.53, 0.91], [0.44, 0.17, -0.03], [0.99, -0.28, -0.12], [-0.92, -0.05, -0.31], [0.17, 0.09, 0.26], [1.21, -0.18, -0.75], [1.24, -0.58, -0.24], [-0.17, -1.88, 0.59], [-0.88, 1.99, -0.77], [-1.61, -0.11, 0.14], [0.00, -0.63, -1.14], [-0.90, -0.29, 0.96], [-0.95, 0.80, 1.09], [1.97, -0.10, 0.73], [-0.56, 0.06, 0.51], [0.65, 0.03, -2.20], [0.95, 0.45, 0.48], [-1.03, -0.06, -0.15], [-1.65, -0.38, 1.68], [1.48, -0.68, -0.35], [-1.32, 1.00, -1.04], [-0.36, -1.21, -0.07], [-0.26, -0.04, 0.14], [0.22, -0.56, 0.65], [-2.23, -0.50, 0.08], [1.17, 0.48, -0.48], [-0.32, 1.45, 0.05], [0.12, 0.49, 0.53], [0.30, 0.16, -0.58], [-0.26, -0.90, -0.59], [0.76, -0.09, -0.01], [-0.93, -1.03, -0.42], [0.43, -0.52, -0.43], [-0.36, 0.23, 0.10], [0.48, -0.31, -0.33], [0.13, 0.35, 0.24], [-0.37, -0.36, 0.10], [-0.22, 0.12, 0.00], [-0.35, 0.76, 0.02], [-0.25, -0.23, 0.55], [0.31, -0.02, 0.05], [-0.48, -0.22, -0.25], [-0.54, 0.93, -0.34], [0.57, 0.55, 0.47], [-0.01, -0.26, 0.32], [0.85, -0.13, -0.86], [0.22, 0.11, 0.41], [-0.13, -0.36, 0.01], [1.16, 0.33, -1.16], [-0.29, -1.05, 0.50], [0.07, 0.51, -0.43], [0.47, -0.06, -0.92], [0.08, -0.20, 0.73], [-1.74, 0.61, -0.28], [0.81, -0.42, -0.03], [-0.09, 0.46, 0.17], [0.12, -0.22, 0.55], [0.18, 0.60, -0.64], [-0.69, 0.53, 0.44], [0.19, -0.51, 0.23], [0.70, -0.16, 0.44], [0.27, 0.13, -1.19], [0.28, 0.33, 0.12], [-0.59, -0.53, 0.22], [0.09, 0.48, 0.17], [-0.32, 0.38, -0.22], [-0.31, -0.79, 0.31], [0.13, -0.38, 0.30], [0.09, -0.17, -0.12], [0.39, 0.17, 0.14], [0.22, 0.02, -0.49], [0.24, -0.59, 0.08], [-0.18, -0.22, -0.26], [1.07, 2.98, -1.03], [-1.69, -3.64, 1.84], [0.98, -0.10, 2.24], [0.13, 0.99, 0.22], [-0.38, -1.06, -0.11], [-0.35, -1.22, -0.32], [-0.27, 1.09, 1.19], [0.45, -0.29, -0.93], [-0.51, 2.51, 0.22], [0.17, -3.84, 0.21], [0.52, 2.31, -0.66], [0.36, -0.43, -0.68], [0.07, -1.00, 0.53], [-0.04, -0.19, -0.59], [-0.12, 1.67, 0.36]]
}

---

{
  "formula": "C12H11B2Cl3F3O2",
  "method": "ωB97M-V/def2-TZVPD",
  "total_charge": -1,
  "relative_energy_kcal_mol": 0.0,
  "species": ["Cl", "B", "Cl", "Cl", "O", "C", "C", "C", "C", "C", "C", "C", "H", "H", "H", "H", "H", "H", "C", "C", "C", "C", "C", "B", "F", "F", "F", "O", "H", "H", "H", "H", "H"],
  "xyz": [[-4.300, 2.635, -1.247], [-4.114, 0.843, -0.740], [-5.559, 0.264, 0.318], [-3.921, -0.283, -2.211], [-2.898, 0.779, 0.098], [-2.256, -0.203, 0.596], [-1.905, -0.186, 1.996], [-1.772, -1.365, 2.765], [-1.356, -1.283, 4.093], [-1.065, -0.039, 4.673], [-1.310, 1.130, 3.941], [-1.751, 1.066, 2.631], [-1.943, -1.030, -0.043], [-1.976, -2.322, 2.281], [-1.225, -2.197, 4.676], [-0.672, 0.018, 5.692], [-1.137, 2.106, 4.386], [-1.930, 1.958, 2.036], [4.496, 1.165, -3.627], [3.626, 0.187, -2.997], [3.608, -1.190, -3.078], [2.498, -1.618, -2.268], [1.916, -0.472, -1.763], [0.629, -0.122, -0.865], [0.045, -1.395, -0.658], [1.128, 0.448, 0.314], [-0.140, 0.729, -1.652], [2.620, 0.623, -2.196], [5.267, 0.613, -4.177], [3.936, 1.789, -4.340], [4.976, 1.796, -2.865], [4.297, -1.793, -3.664], [2.190, -2.649, -2.103]],
  "atomic_forces_ev_per_a": [[0.03, -0.66, 0.24], [-0.65, 0.13, -1.34], [0.44, 0.19, -0.11], [-0.05, 0.21, 0.33], [1.18, -1.03, 1.96], [-0.95, 0.86, -0.79], [0.08, 0.49, 1.00], [0.40, 0.36, -0.60], [0.04, 0.04, 0.02], [-0.39, -0.09, -0.53], [0.11, -0.03, 0.16], [0.07, -0.43, -0.32], [-0.33, -0.17, -0.08], [0.18, 0.19, 0.24], [-0.06, 0.30, -0.23], [-0.18, -0.04, -0.35], [0.01, -0.18, 0.00], [0.11, -0.09, 0.20], [0.53, 0.61, -0.37], [-0.45, -1.98, 0.24], [-0.06, 1.09, 0.13], [-0.06, 0.70, 0.07], [0.53, -0.85, -0.31], [2.40, -0.80, -1.55], [-1.20, 0.01, 0.82], [-1.06, 0.34, 0.73], [-1.07, 0.31, 0.80], [0.49, -0.45, -0.55], [-0.03, 0.26, 0.05], [0.25, 0.04, 0.22], [-0.05, 0.06, -0.33], [-0.18, 0.16, 0.19], [-0.08, 0.46, 0.03]]
}

---

The records above yield DFT total energy values of -75475.5818; -63799.7208 eV, respectively.
The records above yield orbital gap values of 5.13; 5.24 eV, respectively.
The records above yield LUMO energy values of -8.34; 0.81 eV, respectively.